{
  "formula": "C32H44N5O8",
  "method": "wB97M-V/def2-TZVPD",
  "elements": ["C", "C", "O", "O", "C", "C", "C", "C", "C", "C", "C", "C", "C", "C", "N", "C", "C", "N", "H", "H", "H", "H", "H", "H", "H", "H", "H", "H", "H", "H", "H", "H", "H", "H", "H", "H", "H", "H", "H", "H", "H", "H", "H", "H", "H", "H", "H", "C", "C", "C", "C", "C", "C", "N", "O", "O", "H", "H", "H", "H", "H", "C", "C", "C", "C", "C", "C", "N", "O", "O", "H", "H", "H", "H", "H", "C", "C", "C", "C", "C", "C", "N", "O", "O", "H", "H", "H", "H", "H"],
  "positions_angstrom": [[-2.723416, -5.583238, 8.101445], [-4.152236, -5.630698, 7.384968], [-5.060128, -4.877940, 7.789109], [-4.324829, -6.563003, 6.303777], [-3.809822, -5.863858, 5.112270], [-2.275617, -6.259329, 4.791833], [-1.426949, -4.902706, 4.764870], [0.094353, -5.068358, 4.277186], [0.437780, -4.195166, 2.941860], [1.271798, -2.895062, 3.355717], [1.288511, -1.739690, 2.197428], [0.254119, -0.612282, 2.669756], [0.665241, 0.901706, 2.327017], [0.578966, 1.831060, 3.660277], [1.836013, 1.807806, 4.495524], [2.923926, 0.913386, 3.978757], [3.145177, 1.189762, 2.420557], [1.928756, 1.062351, 1.562742], [-2.256162, -4.548767, 8.001985], [-2.870451, -5.780866, 9.225247], [-1.987914, -6.359760, 7.690107], [-4.498112, -6.136556, 4.237415], [-3.850058, -4.725113, 5.265716], [-2.249652, -6.837641, 3.807475], [-1.949398, -6.983871, 5.619819], [-1.953269, -4.182530, 4.056918], [-1.411770, -4.505813, 5.842848], [0.316140, -6.169281, 4.042244], [0.802104, -4.747632, 5.120995], [-0.547189, -3.890207, 2.457302], [1.008308, -4.901712, 2.246947], [0.921188, -2.497023, 4.368085], [2.371769, -3.212963, 3.515891], [0.867905, -2.202225, 1.239837], [2.372219, -1.409623, 2.120284], [0.003010, -0.640715, 3.794354], [-0.745279, -0.839911, 2.142679], [-0.178167, 1.316347, 1.640617], [0.297242, 2.913243, 3.430765], [-0.269988, 1.420599, 4.324420], [2.206910, 2.773497, 4.543038], [1.584876, 1.530863, 5.467362], [2.752748, -0.201619, 4.208417], [3.888084, 1.214389, 4.533786], [3.888504, 0.382344, 2.056046], [3.694942, 2.188841, 2.235392], [1.914902, 1.928674, 0.991919], [-2.322864, 1.147975, -4.489218], [-2.141617, 2.407259, -3.925269], [-1.831976, 2.527981, -2.575956], [-1.701610, 1.377812, -1.799331], [-1.889073, 0.113706, -2.356530], [-2.201001, 0.003600, -3.706598], [-1.351502, 1.497884, -0.385145], [-1.211497, 2.623198, 0.078145], [-1.212348, 0.465388, 0.261071], [-2.559018, 1.057386, -5.544979], [-2.239038, 3.295573, -4.540445], [-1.693705, 3.515414, -2.149881], [-1.793827, -0.785669, -1.758572], [-2.345840, -0.973291, -4.150956], [3.897321, 0.492793, -7.408379], [3.762456, 0.289511, -6.038301], [2.534082, -0.087430, -5.507909], [1.446655, -0.262588, -6.361255], [1.572989, -0.053403, -7.732740], [2.804709, 0.326172, -8.253841], [0.157405, -0.683567, -5.810922], [0.075605, -0.839611, -4.600296], [-0.766812, -0.858847, -6.591563], [4.859550, 0.781752, -7.819628], [4.617244, 0.422339, -5.383863], [2.441906, -0.242694, -4.438973], [0.730087, -0.182982, -8.402304], [2.914929, 0.488859, -9.320434], [-0.824442, 8.100738, -3.755106], [-0.640685, 8.193221, -5.131508], [0.002130, 7.169174, -5.819031], [0.453363, 6.053720, -5.116882], [0.279285, 5.958577, -3.738393], [-0.362002, 6.988044, -3.058348], [1.108750, 4.960365, -5.839055], [1.261389, 5.085176, -7.043928], [1.461766, 3.982882, -5.194563], [-1.331633, 8.899448, -3.222721], [-1.001769, 9.063216, -5.669321], [0.139097, 7.253044, -6.891231], [0.631830, 5.095920, -3.183795], [-0.505374, 6.922245, -1.985051]],
  "forces_ev_per_angstrom": [[0.0, -0.5, 0.1], [-1.5, 1.6, 1.5], [3.0, -2.9, -1.8], [0.7, 2.6, 0.9], [0.5, 0.0, -0.9], [-0.8, 0.2, 0.3], [0.5, -0.7, 0.2], [0.0, -0.1, -0.4], [-0.1, -0.4, 1.3], [1.0, -0.6, -0.9], [-0.9, -0.8, 1.8], [-0.2, 0.3, -0.3], [-1.4, 1.0, -0.1], [-2.3, -0.5, -0.8], [0.0, 0.1, 0.8], [2.0, -0.5, -0.8], [1.4, -1.0, -0.2], [0.1, 1.2, 1.1], [-0.8, -1.3, 0.1], [0.1, 0.3, -1.8], [-1.2, 1.1, 0.6], [1.0, 0.4, 1.4], [-0.2, -1.7, -0.2], [0.2, 0.9, 1.2], [-0.3, 1.1, -1.3], [0.6, -0.7, 1.1], [-0.3, -0.3, -1.7], [-0.4, 1.5, 0.5], [-0.9, -0.5, -1.2], [1.3, -0.4, 0.4], [-0.7, 1.4, 0.7], [0.2, -0.4, -1.4], [-1.7, 0.3, -0.1], [1.1, 0.8, 1.2], [-1.6, -0.1, -0.4], [0.7, -0.3, -1.6], [1.5, 0.5, 0.9], [1.7, -0.7, 1.6], [0.7, -1.5, 0.2], [1.3, 0.7, -1.1], [-0.1, -0.7, 0.1], [0.3, 0.3, -0.8], [-0.3, 1.9, -0.4], [-1.5, -0.5, -0.8], [-0.9, 1.2, 0.8], [-1.0, -1.4, 0.6], [-0.5, -1.0, 0.5], [-0.1, 0.0, 0.1], [0.1, -0.2, 0.1], [0.1, 0.2, 0.0], [-0.1, -0.1, -0.7], [-0.1, -0.1, 0.0], [-0.3, 0.3, 0.2], [-0.2, 0.0, -0.3], [0.1, -0.5, 0.1], [-0.4, 0.5, -0.5], [0.0, 0.0, 0.1], [0.0, -0.1, 0.1], [0.0, -0.2, 0.1], [0.0, 0.2, 0.0], [0.0, 0.2, 0.1], [0.0, 0.0, 0.0], [-0.2, 0.0, -0.2], [0.0, 0.0, 0.1], [0.7, 0.3, -0.3], [-0.1, 0.0, -0.1], [0.0, 0.0, 0.3], [-0.2, -0.1, 0.1], [0.4, -0.2, -0.7], [0.3, 0.1, 0.4], [-0.1, 0.0, 0.0], [-0.1, 0.0, 0.0], [-0.2, 0.0, -0.2], [0.0, 0.0, 0.2], [-0.1, 0.0, 0.1], [0.0, 0.0, 0.0], [0.1, -0.2, 0.2], [0.0, 0.0, -0.1], [-0.4, 0.6, 0.4], [0.0, -0.1, 0.1], [0.0, 0.0, -0.3], [0.3, -0.4, -0.4], [-0.1, 0.0, 0.6], [-0.2, 0.4, -0.2], [0.1, -0.1, -0.1], [0.1, -0.1, 0.0], [0.1, -0.2, 0.1], [0.0, 0.0, -0.3], [0.0, 0.0, -0.1]],
  "e_homo_ev": -11.46,
  "lumo_energy_ev": -3.09,
  "fmax_ev_per_a": 4.6,
  "gap_ev": 8.37,
  "charge": 1
}



{
  "formula": "C32H45BCoN7O5PS2",
  "method": "wB97M-V/def2-TZVPD",
  "elements": ["Co", "C", "N", "C", "C", "N", "C", "C", "C", "C", "C", "C", "N", "C", "N", "C", "C", "N", "C", "C", "N", "C", "C", "H", "H", "H", "H", "H", "H", "H", "H", "H", "H", "H", "H", "H", "H", "H", "H", "H", "H", "H", "H", "H", "H", "H", "H", "H", "H", "H", "H", "O", "S", "O", "N", "C", "S", "C", "C", "C", "C", "C", "C", "H", "H", "H", "H", "O", "B", "O", "C", "C", "C", "C", "C", "C", "H", "H", "H", "H", "C", "P", "C", "C", "O", "H", "H", "H", "H", "H", "H", "H", "H", "H"],
  "positions_angstrom": [[0.194262, -0.016170, -0.494277], [-4.084584, -0.144768, 0.840843], [-3.066829, -1.014861, 0.257427], [-3.100044, -1.121405, -1.196409], [-2.033881, -1.470004, 0.992067], [-0.803102, -1.555890, 0.476759], [0.117974, -2.525588, 0.950265], [-0.252456, -3.785629, 1.426345], [0.674071, -4.648936, 1.982483], [2.002506, -4.258971, 2.076947], [2.395104, -3.057099, 1.517438], [1.477872, -2.218294, 0.877435], [1.858948, -1.022764, 0.222708], [3.098136, -0.878314, -0.272985], [3.743620, 0.303982, -0.117431], [4.536696, 0.905935, -1.186604], [3.354851, 1.243972, 0.925988], [3.774637, -1.850728, -0.900327], [3.128924, -3.021314, -1.476123], [5.234184, -1.907448, -0.914093], [-2.347750, -1.779327, 2.279991], [-1.413592, -1.700505, 3.394353], [-3.614565, -2.432272, 2.603184], [-4.194758, 0.732510, 0.200992], [-3.781951, 0.188032, 1.829550], [-5.053978, -0.641770, 0.909136], [-4.143960, -1.205659, -1.503712], [-2.584231, -2.015203, -1.516733], [-2.660826, -0.249702, -1.674983], [-1.292093, -4.087740, 1.354075], [0.360155, -5.616855, 2.354979], [2.729026, -4.897093, 2.566166], [3.438739, -2.760632, 1.547378], [4.550854, 0.267088, -2.062680], [5.559818, 1.101865, -0.856416], [4.080633, 1.856076, -1.474255], [2.868323, 0.719280, 1.744971], [2.679882, 2.010826, 0.542635], [4.254997, 1.730898, 1.301702], [2.064769, -2.868808, -1.569244], [3.300768, -3.906715, -0.860108], [3.535106, -3.198404, -2.472554], [5.656742, -1.211521, -0.195297], [5.637414, -1.694381, -1.905937], [5.538822, -2.919148, -0.638136], [-0.548708, -1.109834, 3.123763], [-1.085416, -2.689845, 3.713501], [-1.924897, -1.218244, 4.231148], [-4.123948, -2.743542, 1.694997], [-4.276333, -1.782085, 3.179992], [-3.406042, -3.320984, 3.202208], [0.494242, -4.030741, -3.132958], [-0.379414, -2.928253, -3.407237], [-1.790182, -3.142836, -3.281703], [0.098584, -1.586059, -2.514863], [0.699598, -0.715990, -3.287468], [1.432745, 0.662003, -2.620948], [0.673881, -1.021197, -4.743586], [1.145285, -0.259086, -5.797963], [0.957602, -0.741551, -7.088545], [0.322931, -1.960633, -7.311316], [-0.137042, -2.734408, -6.250964], [0.045671, -2.230107, -4.980524], [1.648275, 0.682524, -5.609418], [1.310411, -0.164133, -7.933695], [0.180179, -2.314513, -8.326361], [-0.619992, -3.691093, -6.412207], [0.450890, 2.758813, 1.206410], [0.134204, 1.411710, 1.122662], [-0.214962, 0.918618, 2.373207], [-0.081247, 1.983993, 3.250441], [-0.280805, 2.013305, 4.610513], [-0.045399, 3.231977, 5.246457], [0.363816, 4.354842, 4.531657], [0.558443, 4.307994, 3.152185], [0.323706, 3.098591, 2.541738], [-0.592661, 1.130910, 5.156617], [-0.182480, 3.304116, 6.317760], [0.539018, 5.285377, 5.057991], [0.879452, 5.176499, 2.589285], [-2.810995, 3.714968, -1.383572], [-1.425867, 2.798920, -2.066646], [-0.055610, 3.956419, -1.995208], [-1.819720, 2.483728, -3.788053], [-1.207763, 1.511259, -1.314009], [-2.950866, 4.653002, -1.925137], [-2.603307, 3.928444, -0.333395], [-3.719325, 3.115525, -1.454186], [-0.336518, 4.909435, -2.446823], [0.811397, 3.546659, -2.507614], [0.187429, 4.104686, -0.938765], [-1.847208, 3.405926, -4.372348], [-2.795417, 1.995379, -3.829999], [-1.068355, 1.806359, -4.199281]],
  "forces_ev_per_angstrom": [[0.3, -0.3, -0.7], [0.1, -0.1, -0.1], [0.0, 0.3, -0.2], [-0.1, -0.1, 0.1], [0.2, 0.0, 0.4], [0.0, 0.2, -0.3], [-0.3, 0.0, 0.0], [-0.3, 0.1, 0.0], [0.0, -0.1, 0.0], [0.0, 0.0, 0.0], [0.1, 0.1, -0.1], [0.5, 0.1, 0.0], [-0.5, 0.0, 0.1], [0.1, 0.2, 0.3], [-0.3, 0.2, -0.1], [0.0, 0.0, 0.1], [0.0, -0.1, -0.1], [0.2, -0.2, -0.1], [0.0, 0.0, -0.1], [-0.1, -0.1, 0.0], [0.0, -0.2, 0.0], [0.0, -0.1, -0.1], [0.1, 0.1, 0.0], [0.0, 0.0, 0.0], [0.0, 0.0, 0.0], [0.0, 0.0, 0.0], [0.0, 0.0, 0.0], [0.1, -0.1, 0.0], [0.1, 0.1, 0.0], [0.0, 0.0, 0.1], [0.0, 0.1, 0.0], [0.0, 0.0, -0.1], [0.0, 0.0, 0.0], [0.0, 0.0, 0.0], [0.0, 0.0, 0.0], [0.0, 0.0, 0.0], [0.0, 0.0, 0.0], [0.0, 0.0, 0.0], [0.0, 0.0, 0.0], [-0.2, 0.1, 0.0], [0.0, 0.0, 0.0], [0.0, 0.0, 0.0], [0.0, 0.0, 0.0], [0.0, 0.0, 0.0], [0.0, 0.0, 0.0], [0.0, 0.0, 0.0], [0.0, -0.1, 0.0], [0.0, 0.0, 0.0], [0.0, 0.0, 0.0], [0.0, 0.0, 0.0], [0.0, 0.0, 0.0], [0.1, 0.1, 0.2], [0.0, 0.0, -0.1], [-0.1, 0.2, 0.0], [0.0, -0.2, -0.4], [-0.1, -0.2, 0.1], [0.0, 0.0, 0.1], [0.0, 0.0, 0.0], [0.1, 0.0, 0.0], [0.0, 0.0, 0.0], [0.0, 0.0, -0.1], [0.0, -0.1, 0.1], [0.0, 0.1, 0.1], [0.0, 0.0, 0.0], [0.0, 0.0, 0.0], [0.0, 0.0, 0.1], [0.0, 0.1, 0.0], [0.0, 0.1, -0.3], [0.0, 0.2, 0.7], [0.0, 0.2, 0.0], [0.0, 0.0, -0.1], [0.0, -0.1, 0.1], [0.0, 0.0, 0.0], [0.0, 0.0, 0.0], [0.0, 0.1, -0.1], [0.0, -0.1, 0.0], [0.0, 0.1, 0.0], [0.0, 0.0, 0.0], [0.0, -0.1, 0.0], [0.0, -0.1, 0.0], [0.0, 0.0, 0.0], [-0.1, 0.1, 0.0], [0.0, -0.1, 0.2], [0.0, 0.0, 0.0], [-0.1, -0.4, 0.4], [0.0, -0.1, 0.0], [0.0, 0.0, 0.0], [0.0, 0.0, 0.0], [0.0, -0.1, 0.0], [0.0, 0.0, 0.0], [0.0, 0.0, -0.1], [0.0, -0.1, 0.0], [0.0, 0.0, -0.1], [0.0, 0.1, 0.0]],
  "e_homo_ev": [-9.87, -9.99],
  "lumo_energy_ev": [-2.26, -3.44],
  "fmax_ev_per_a": 0.8,
  "s2": 6.0106,
  "gap_ev": [7.61, 6.56],
  "charge": 1,
  "spin_multiplicity": 5
}